This record from OMol25 describes a molecular structure, C6H14CoO4 at a distorted geometry. The level of theory is ωB97M-V/def2-TZVPD.

Geometry (Å):
O (1.9000, 1.7446, 1.7695)
C (2.8249, 1.3723, 0.7690)
C (2.1695, 0.4655, -0.2669)
O (1.8995, -0.8046, 0.4758)
C (1.1557, -1.7682, -0.2343)
C (-0.1192, -2.0907, 0.5140)
O (-0.8003, -0.8512, 0.7417)
C (-2.1749, -0.9738, 1.0803)
Co (0.4535, 0.6741, 1.0155)
H (3.7046, 0.8755, 1.2366)
H (3.2110, 2.2522, 0.2137)
H (2.8626, 0.2375, -1.0927)
H (1.7427, -2.6884, -0.3725)
H (0.8919, -1.3641, -1.2244)
H (0.0718, -2.5732, 1.4845)
H (-0.7493, -2.7618, -0.0876)
H (-2.5829, 0.0409, 1.1368)
H (-2.7124, -1.5053, 0.2835)
H (-2.2647, -1.5401, 2.0180)
O (-0.9719, 2.2608, -1.2086)
H (-0.2970, 1.4931, -1.4429)
C (-2.2742, 1.9347, -1.6155)
H (-2.2841, 1.3566, -2.5568)
H (-2.8211, 1.3485, -0.8552)
H (-2.8358, 2.8651, -1.7815)

Cartesian forces (eV/Å) of the 3 atoms listed first:
-1.2 -0.9 -0.7
0.4 0.0 -0.1
-0.3 0.2 0.7

Calculated values
Multiplicity: 4
Net charge: 0
Energy relative to the best compared isomer or geometry (same formula, charge and spin) (kcal/mol): 0.0
DFT total energy (eV): -52261.1876


This record from OMol25 describes a molecular structure, C6H14INOSi at a distorted geometry. The level of theory is ωB97M-V/def2-TZVPD.

Geometry (Å):
C (-0.4050, -0.1804, 0.6042)
C (-2.8811, 0.7586, 0.9237)
C (-0.1272, -2.5090, 0.9309)
C (1.4966, -0.4496, -2.1148)
C (1.9666, 2.5324, -1.1722)
C (-1.6419, -0.0833, 1.4506)
N (0.2873, -1.2013, 0.4651)
O (0.0635, 0.9567, 0.1555)
Si (1.5639, 0.6995, -0.5818)
I (3.1257, 0.0396, 1.2255)
H (-3.6909, 0.7944, 1.5692)
H (-2.5668, 1.7981, 0.7091)
H (-3.4095, 0.1771, 0.0477)
H (-0.1376, -2.5893, 2.0287)
H (-1.2326, -2.7031, 0.6065)
H (0.5909, -3.2405, 0.4393)
H (2.0355, -0.2706, -2.9610)
H (1.5803, -1.4854, -2.0894)
H (0.4047, -0.3629, -2.5509)
H (2.9651, 2.3392, -1.5018)
H (1.3321, 2.7284, -2.0660)
H (1.9065, 3.0733, -0.2016)
H (-1.9847, -1.1982, 1.6696)
H (-1.2414, 0.3763, 2.4139)

Cartesian forces (eV/Å) of the 3 atoms listed first:
-2.4 -0.2 1.7
1.6 -1.6 -2.5
-1.0 -0.6 -1.2

Calculated values
Net charge: 0
Energy relative to the best compared isomer or geometry (same formula, charge and spin) (kcal/mol): 8.9
DFT total energy (eV): -25966.0823


This record from OMol25 describes a molecular structure, C6H14InO2 at a distorted geometry. The level of theory is ωB97M-V/def2-TZVPD.

Geometry (Å):
C (-0.4395, 1.9146, 2.0458)
C (-0.9486, 2.4654, 0.7127)
O (-0.7671, 1.5440, -0.3532)
C (-1.8034, 0.7037, -0.5904)
O (-2.9710, 1.0447, -0.4326)
C (-1.4204, -0.6717, -1.0796)
C (-0.2593, -1.3607, -0.3580)
C (1.1440, -0.7759, -0.5926)
In (2.7557, -2.3317, -0.8206)
H (0.2363, 2.6333, 2.5028)
H (0.1163, 0.9937, 1.9177)
H (-1.2611, 1.7735, 2.7412)
H (-0.3847, 3.3539, 0.4474)
H (-1.9848, 2.7710, 0.8056)
H (-2.3275, -1.2572, -0.9589)
H (-1.2104, -0.6155, -2.1465)
H (-0.2666, -2.3888, -0.7227)
H (-0.4678, -1.4448, 0.7089)
H (1.1430, -0.1373, -1.4726)
H (1.4493, -0.1692, 0.2562)
H (4.3263, -1.4463, -0.7635)
H (2.5958, -3.1309, -2.4055)
H (2.7456, -3.4675, 0.5584)

Cartesian forces (eV/Å) of the 3 atoms listed first:
0.0 0.3 0.0
0.2 0.6 0.3
-0.3 -0.6 0.1

Calculated values
Net charge: -1
DFT total energy (eV): -15716.6000


This record from OMol25 describes a molecular structure, C6H14N2 at a distorted geometry. The level of theory is ωB97M-V/def2-TZVPD.

Geometry (Å):
C (-1.6019, -1.1269, -0.1516)
C (-0.9024, 0.3282, 1.8272)
C (-1.1909, 0.3170, 0.1231)
N (-1.9547, 1.2924, -0.2999)
H (-2.6062, 1.6534, 0.3959)
H (-2.4911, -1.3808, 0.4238)
H (-0.8038, -1.8057, 0.1521)
H (-1.8293, -1.2507, -1.2095)
H (-1.8874, 0.0178, 2.1770)
H (-0.2079, -0.3965, 2.2516)
H (-0.7086, 1.3355, 2.1907)
C (2.6431, -0.3327, -0.0055)
N (0.5488, -0.1088, -2.0929)
C (0.4550, 0.6570, -0.8924)
C (1.4311, 0.5182, 0.1162)
H (-0.3422, -0.0723, -2.5769)
H (0.7499, -1.0881, -1.9349)
H (0.2590, 1.7019, -1.1385)
H (1.5099, 1.3659, 0.7817)
H (2.4786, -1.1905, -0.6560)
H (2.9876, -0.6737, 0.9738)
H (3.4636, 0.2394, -0.4551)

Cartesian forces (eV/Å) of the 3 atoms listed first:
1.0 0.1 -1.0
-1.0 -0.1 -2.0
0.2 -0.3 4.2

Calculated values
Net charge: 0
Energy relative to the best compared isomer or geometry (same formula, charge and spin) (kcal/mol): 107.2
DFT total energy (eV): -9424.8372


This record from OMol25 describes a single C6H14N2 molecule at a distorted geometry. The level of theory is ωB97M-V/def2-TZVPD.

Geometry (Å):
N (1.7495, 2.4563, -1.3674)
C (1.8175, 1.1459, -0.6405)
C (0.5214, 0.5218, -1.1136)
N (0.2658, -0.5781, -0.1406)
C (-0.9760, -1.2711, -0.5473)
C (-1.6046, -1.8512, 0.7527)
C (-1.3436, -0.4787, 1.6641)
C (0.1912, -0.2157, 1.2965)
H (1.2870, 3.1791, -0.8853)
H (1.5012, 2.4980, -2.3798)
H (2.8714, 0.6829, -0.7815)
H (1.9876, 1.3508, 0.4337)
H (-0.2805, 1.2401, -1.2211)
H (0.9704, 0.0035, -2.0616)
H (-1.8434, -0.7812, -0.9722)
H (-0.7198, -2.1397, -1.3420)
H (-2.7505, -2.1001, 0.7993)
H (-1.1749, -2.7554, 1.1316)
H (-1.6103, -0.8681, 2.7261)
H (-2.0243, 0.2870, 1.3999)
H (0.3120, 0.7594, 1.4913)
H (0.8530, -1.0853, 1.7578)

Cartesian forces (eV/Å) of the 3 atoms listed first:
2.0 0.0 -1.0
1.5 2.9 -0.9
3.4 -3.9 1.2

Calculated values
Net charge: 0
Energy relative to the best compared isomer or geometry (same formula, charge and spin) (kcal/mol): 82.8
DFT total energy (eV): -9425.8945


This record from OMol25 describes 2 unconnected molecules or ions with the total composition C6H14N2. The level of theory is ωB97M-V/def2-TZVPD.

Geometry (Å):
C (-0.9841, -2.1974, -0.0817)
C (0.4055, -2.6238, -0.5387)
C (1.1402, -1.5455, -1.2660)
C (2.4292, -1.2572, -1.1678)
H (-1.5782, -1.8512, -0.9233)
H (-1.5307, -3.0133, 0.3829)
H (-0.9197, -1.3881, 0.6463)
H (0.3156, -3.4643, -1.2266)
H (0.9748, -2.9840, 0.3169)
H (0.5434, -1.0137, -2.0123)
H (2.9094, -0.5667, -1.8454)
H (3.0303, -1.7415, -0.4064)
C (1.0333, 1.8723, 0.5034)
N (-0.3708, 1.6869, 0.1852)
C (-1.3203, 2.2616, 0.9958)
N (-2.4666, 1.7324, 1.1583)
H (1.6290, 1.5322, -0.3366)
H (1.2221, 2.9320, 0.6706)
H (1.3292, 1.3269, 1.4035)
H (-0.6701, 0.7478, -0.0540)
H (-1.0223, 3.2070, 1.4513)
H (-3.0501, 2.3312, 1.7321)

Cartesian forces (eV/Å) of the 3 atoms listed first:
0.1 0.1 0.0
-0.1 0.0 0.2
-0.1 0.1 -0.5

Calculated values
Net charge: 0
Energy relative to the best compared isomer or geometry (same formula, charge and spin) (kcal/mol): 28.6
DFT total energy (eV): -9428.2461


This record from OMol25 describes a single C6H14N2 molecule at a distorted geometry. The level of theory is ωB97M-V/def2-TZVPD.

Geometry (Å):
C (-2.7120, -0.7628, 0.4721)
C (-1.3897, -0.4507, -0.2334)
C (-0.4009, 0.1951, 0.7328)
C (0.9339, 0.5327, 0.1264)
C (2.0463, 0.0117, 0.6471)
N (3.3604, 0.3872, 0.2968)
C (1.0051, 1.6708, -0.8452)
N (-0.8399, -1.7089, -0.7993)
H (-2.4696, -1.5325, 1.1721)
H (-3.1743, 0.0294, 1.0728)
H (-3.5171, -0.9885, -0.2171)
H (-1.5178, 0.2116, -1.0949)
H (-0.8716, 1.1236, 1.0906)
H (-0.2861, -0.4398, 1.6178)
H (2.0236, -0.8081, 1.3577)
H (3.9554, -0.3376, -0.0562)
H (3.4451, 1.3290, -0.0363)
H (0.1282, 1.7024, -1.5039)
H (1.0336, 2.6506, -0.3623)
H (1.7806, 1.5473, -1.5947)
H (-1.3797, -1.8993, -1.6430)
H (-1.1535, -2.4633, -0.1999)

Cartesian forces (eV/Å) of the 3 atoms listed first:
-0.2 1.3 -0.1
0.0 -0.3 -0.2
-0.2 0.2 -0.1

Calculated values
Net charge: 0
Energy relative to the best compared isomer or geometry (same formula, charge and spin) (kcal/mol): 20.8
DFT total energy (eV): -9428.5823


This record from OMol25 describes a single C6H14N2 molecule at a distorted geometry. The level of theory is ωB97M-V/def2-TZVPD.

Geometry (Å):
C (-2.5959, 1.1704, 0.7675)
C (-1.2923, 1.3169, 1.6973)
C (-0.0600, 0.8146, 1.1061)
C (0.2317, -0.2093, 0.2848)
N (1.3544, -0.3244, -0.3361)
C (1.4953, -1.5988, -1.0078)
C (2.9665, -1.9892, -1.3370)
N (-2.5998, 2.0133, -0.4105)
H (-2.6594, 0.0852, 0.6058)
H (-3.5077, 1.3458, 1.3220)
H (-1.7048, 0.6722, 2.4369)
H (-1.1461, 2.3832, 1.8772)
H (0.6716, 1.4389, 1.4193)
H (-0.4640, -1.1303, 0.2551)
H (1.9991, 0.3868, -0.4078)
H (1.1307, -2.4238, -0.3540)
H (1.1811, -1.4659, -2.0956)
H (3.7221, -1.2631, -1.2501)
H (3.2263, -2.6314, -2.2201)
H (3.3616, -2.6996, -0.5626)
H (-1.7870, 2.0553, -1.0052)
H (-3.5233, 2.0532, -0.7853)

Cartesian forces (eV/Å) of the 3 atoms listed first:
1.8 -0.2 0.0
-3.4 -0.2 -2.1
-1.1 -1.4 -1.0

Calculated values
Net charge: 0
Energy relative to the best compared isomer or geometry (same formula, charge and spin) (kcal/mol): 75.8
DFT total energy (eV): -9426.1953


This record from OMol25 describes a single C6H14N2 molecule at a distorted geometry. The level of theory is ωB97M-V/def2-TZVPD.

Geometry (Å):
C (-0.2863, 0.5535, 0.5486)
C (0.6342, -0.6050, 0.1153)
C (-0.7051, 0.1692, 2.1315)
C (-1.5142, 0.6623, -0.2934)
C (0.4800, 1.8733, 0.5687)
C (0.7355, -0.9588, -1.3447)
N (1.2952, -2.1890, -1.5593)
N (0.1323, -0.2933, -2.2539)
H (1.3385, -2.5684, -2.4914)
H (1.5820, -2.7708, -0.7921)
H (0.1897, -0.6890, -3.1888)
H (1.6495, -0.4111, 0.4726)
H (0.2698, -1.4943, 0.6512)
H (-2.0866, -0.2629, -0.2998)
H (1.2918, 1.8358, 1.2922)
H (-1.3855, -0.6821, 2.1241)
H (0.1687, -0.0451, 2.7497)
H (-1.2166, 1.0389, 2.5409)
H (-1.1158, 0.6170, -1.4483)
H (-2.1739, 1.4502, 0.0631)
H (0.8995, 2.0753, -0.4195)
H (-0.1825, 2.6941, 0.8334)

Cartesian forces (eV/Å) of the 3 atoms listed first:
0.2 -0.8 2.7
0.0 0.2 0.3
0.4 1.0 -2.3

Calculated values
Net charge: 0
Energy relative to the best compared isomer or geometry (same formula, charge and spin) (kcal/mol): 18.8
DFT total energy (eV): -9428.6687


This record from OMol25 describes 2 unconnected molecules or ions with the total composition C6H14N2 at a distorted geometry. The level of theory is ωB97M-V/def2-TZVPD.

Geometry (Å):
C (0.7828, -0.3272, -2.2614)
C (-0.6866, -0.0965, -2.4844)
N (-1.4445, 0.0406, -1.3525)
N (-1.1175, -0.0566, -3.6765)
H (-1.0310, 0.4137, -0.4279)
H (-2.4299, 0.2052, -1.4688)
H (-2.1231, 0.0875, -3.7486)
H (0.9454, -1.1443, -1.5600)
H (1.2486, -0.5645, -3.2129)
H (1.2494, 0.5693, -1.8535)
C (1.0222, -0.1114, 3.0466)
C (0.1262, 1.2610, 1.0595)
C (0.3389, -0.2119, 1.7272)
C (-0.1607, -1.3032, 1.1980)
H (0.5099, 0.5988, 3.6954)
H (2.0430, 0.2486, 2.9151)
H (1.0556, -1.0810, 3.5387)
H (0.9456, 1.8689, 1.4513)
H (-0.7805, 1.6760, 1.5051)
H (0.2715, 1.4357, -0.0017)
H (-0.0622, -2.2640, 1.6784)
H (-0.7030, -1.2448, 0.2328)

Cartesian forces (eV/Å) of the 3 atoms listed first:
0.0 0.0 0.0
0.3 0.3 -0.1
0.3 0.8 2.4

Calculated values
Net charge: 0
Energy relative to the best compared isomer or geometry (same formula, charge and spin) (kcal/mol): 32.5
DFT total energy (eV): -9428.0736


This record from OMol25 describes 3 unconnected molecules or ions with the total composition C6H14N2O at a distorted geometry. The level of theory is ωB97M-V/def2-TZVPD.

Geometry (Å):
C (-2.5213, -1.5140, -1.3853)
C (-1.6888, -0.6327, 1.0811)
O (-1.4117, -1.6155, -0.5568)
H (-3.4600, -1.7537, -0.8575)
H (-2.4284, -2.2312, -2.2113)
H (-2.6496, -0.5099, -1.8316)
H (-1.8996, 0.3514, 1.4832)
H (-0.8657, -1.1495, 1.5532)
H (-2.6290, -1.1691, 1.1296)
C (3.2336, 1.0601, 0.2157)
C (1.8144, 1.1452, 0.7080)
C (0.7593, 0.5288, -0.1562)
N (1.0542, -0.6265, -0.7945)
C (-0.4902, 1.0940, -0.2419)
N (1.5845, 1.6984, 1.8287)
H (0.2052, -1.1735, -1.0445)
H (1.8592, -1.1515, -0.4921)
H (0.5933, 1.6834, 2.0729)
H (3.6035, 0.0320, 0.2538)
H (3.8676, 1.6762, 0.8492)
H (3.3030, 1.3927, -0.8216)
H (-1.1540, 0.8378, -1.0496)
H (-0.6795, 2.0272, 0.2678)

Cartesian forces (eV/Å) of the 3 atoms listed first:
-0.6 0.3 -0.1
-0.8 -2.7 -0.8
-0.3 1.7 1.8

Calculated values
Net charge: 0
Energy relative to the best compared isomer or geometry (same formula, charge and spin) (kcal/mol): 126.1
DFT total energy (eV): -11472.3032


DFT total energy of number 11 (C6H14N2O)?
-11472.3032 eV